Record 1
ORCA calculation (ωB97M-V/def2-TZVPD) on C41H33ClMgN6O2S as an isolated structure.

Results
Frontier orbital gap, eV: 6.794
ΔE to the lowest compared entry with this formula, charge and spin, kJ/mol: 0.0
HOMO, eV: -6.358
E, Ha: -3119.83660
Largest force on an atom, eV/A: 0.49

Geometry as ORCA input:
```
! wB97M-V def2-TZVPD RIJCOSX def2/J DEFGRID3
* xyz 0 1
Mg -0.007 -0.351 1.052
C -0.396 -4.069 -1.706
C -0.713 -3.206 -0.639
N 0.184 -2.541 0.042
C 1.495 -2.671 -0.295
C 1.911 -3.485 -1.368
C 0.913 -4.202 -2.067
C 3.283 -3.538 -1.717
C 4.176 -2.787 -1.006
C 3.775 -1.980 0.078
C 2.451 -1.903 0.475
N 1.902 -1.140 1.469
C 2.455 -0.959 2.693
C 3.713 -1.321 3.162
C 4.102 -1.086 4.495
C 3.277 -0.496 5.408
C 1.966 -0.145 5.004
C 1.013 0.412 5.884
C -0.254 0.678 5.446
C -0.575 0.386 4.111
N 0.290 -0.118 3.264
C 1.557 -0.380 3.675
H -1.185 -4.593 -2.227
H -1.749 -3.051 -0.354
H 1.203 -4.839 -2.894
H 3.601 -4.166 -2.540
H 5.225 -2.803 -1.276
H 4.518 -1.366 0.566
H 4.419 -1.810 2.511
H 5.100 -1.384 4.794
H 3.593 -0.309 6.426
H 1.302 0.614 6.909
H -1.004 1.101 6.101
H -1.569 0.584 3.723
Cl -3.419 6.645 2.324
C -2.626 5.145 1.918
C -1.691 4.592 2.811
C -1.061 3.417 2.513
C -1.320 2.687 1.306
O -0.722 1.594 1.075
C -2.259 3.293 0.403
C -2.594 2.764 -0.900
O -2.245 1.705 -1.407
C -2.888 4.512 0.740
H -1.470 5.113 3.734
H -0.328 3.000 3.192
H -3.323 3.395 -1.451
H -3.590 4.950 0.038
C -5.593 -0.427 1.293
N -4.242 -0.915 1.493
C -3.859 -1.990 2.263
C -2.500 -2.030 2.200
N -2.049 -0.997 1.414
C -3.119 -0.350 1.010
H -6.263 -1.264 1.110
H -5.604 0.229 0.426
H -5.937 0.128 2.165
H -4.575 -2.611 2.770
H -1.818 -2.724 2.661
H -3.110 0.510 0.360
N 0.288 0.215 -0.965
S 1.289 -0.024 -2.144
C 0.450 -0.828 -3.512
C -0.896 -0.585 -3.748
C -1.527 -1.265 -4.776
C -0.820 -2.177 -5.553
C 0.523 -2.418 -5.301
C 1.162 -1.746 -4.267
C 1.564 1.583 -2.907
C 2.199 1.687 -4.138
C 2.439 2.942 -4.672
C 2.049 4.081 -3.978
C 1.422 3.964 -2.748
C 1.181 2.710 -2.200
H -0.491 0.831 -1.208
H -1.442 0.121 -3.132
H -2.576 -1.085 -4.974
H -1.321 -2.705 -6.354
H 1.069 -3.137 -5.898
H 2.200 -1.951 -4.029
H 2.492 0.798 -4.683
H 2.928 3.031 -5.633
H 2.234 5.060 -4.400
H 1.118 4.849 -2.205
H 0.698 2.602 -1.236
*
```

Record 2
ORCA calculation (ωB97M-V/def2-TZVPD) on C32H84N4O12 as an isolated structure at a distorted geometry.

Results
Frontier orbital gap, eV: 7.884
ΔE to the lowest compared entry with this formula, charge and spin, kJ/mol: 2751.1
HOMO, eV: -7.584
E, Ha: -2390.24916
Largest force on an atom, eV/A: 15.04

Geometry as ORCA input:
```
! wB97M-V def2-TZVPD RIJCOSX def2/J DEFGRID3
* xyz 0 1
C 0.199 0.693 -0.440
C 1.197 -0.199 0.280
O 0.590 -0.849 1.358
H 0.747 1.196 -1.237
H -0.189 1.515 0.161
H -0.593 0.086 -0.878
H 1.945 0.452 0.732
H 1.758 -0.884 -0.355
H 0.008 -1.539 1.031
C 2.744 -0.921 2.229
C 4.238 -0.660 2.423
O 4.446 0.174 3.536
H 2.547 -1.559 1.367
H 2.204 0.020 2.120
H 2.306 -1.461 3.068
H 4.656 -0.199 1.528
H 4.781 -1.595 2.562
H 5.389 0.179 3.720
C 0.759 2.124 2.156
C 2.233 2.004 2.081
O 2.835 3.281 1.929
H 0.271 1.198 2.463
H 0.187 2.279 1.242
H 0.459 2.838 2.923
H 2.432 1.320 1.256
H 2.536 1.590 3.042
H 3.482 3.483 2.609
C 1.650 -3.402 0.389
C 0.136 -3.454 0.158
O -0.478 -2.314 0.674
H 1.940 -3.367 1.439
H 2.067 -2.576 -0.187
H 2.111 -4.309 -0.003
H -0.213 -4.424 0.514
H 0.011 -3.441 -0.925
H -1.412 -2.477 0.828
C 2.681 0.410 5.145
O 1.354 0.634 5.608
C 0.359 1.015 4.689
C 0.023 -0.025 3.685
N -0.786 -1.155 4.195
C -1.132 -2.099 3.128
C 0.054 -2.968 2.672
O 0.695 -3.449 3.833
C 1.994 -4.030 3.659
H 3.355 0.145 5.959
H 3.146 1.223 4.587
H 2.643 -0.507 4.556
H 0.710 1.944 4.240
H -0.548 1.273 5.235
H 0.934 -0.350 3.182
H -0.664 0.452 2.987
H -0.116 -1.719 4.697
H -1.546 -1.480 2.332
H -1.853 -2.814 3.527
H 0.691 -2.385 2.008
H -0.158 -3.906 2.158
H 2.704 -3.215 3.518
H 2.006 -4.751 2.842
H 2.336 -4.531 4.565
C 1.303 7.475 -4.719
O 0.717 6.463 -3.904
C 1.429 5.234 -4.034
C 1.269 4.417 -2.705
N 2.298 3.380 -2.614
C 1.994 2.698 -1.366
C 2.800 1.490 -0.967
O 2.651 0.264 -1.677
C 3.448 -0.725 -1.104
H 0.637 8.337 -4.721
H 1.404 7.110 -5.741
H 2.258 7.848 -4.350
H 2.485 5.470 -4.166
H 1.049 4.706 -4.909
H 0.265 3.994 -2.741
H 1.286 5.105 -1.859
H 3.246 3.726 -2.579
H 0.978 2.330 -1.218
H 2.101 3.472 -0.606
H 2.581 1.256 0.075
H 3.832 1.795 -1.142
H 3.195 -0.971 -0.073
H 4.506 -0.462 -1.121
H 3.327 -1.692 -1.591
C -1.258 1.373 0.859
O -2.255 0.603 1.489
C -2.317 0.619 2.945
C -3.503 -0.306 3.272
N -4.794 0.382 2.974
C -5.914 -0.483 3.248
C -7.141 0.114 2.504
O -6.917 0.273 1.145
C -7.889 1.139 0.545
H -0.261 1.257 1.283
H -1.599 2.408 0.838
H -1.249 1.201 -0.218
H -2.464 1.613 3.368
H -1.388 0.283 3.406
H -3.423 -0.568 4.327
H -3.351 -1.209 2.681
H -4.806 0.581 1.983
H -6.097 -0.553 4.320
H -5.720 -1.501 2.909
H -7.493 1.032 2.976
H -8.005 -0.548 2.552
H -7.691 1.129 -0.526
H -7.853 2.155 0.940
H -8.920 0.802 0.646
C 2.118 -3.746 -8.693
O 1.268 -2.716 -8.215
C 0.542 -2.964 -6.953
C -0.433 -1.822 -6.678
N -1.278 -1.973 -5.509
C -1.983 -0.783 -5.134
C -2.684 -1.017 -3.762
O -1.731 -0.953 -2.731
C -2.326 -1.095 -1.470
H 2.653 -3.414 -9.582
H 1.518 -4.577 -9.063
H 2.889 -4.031 -7.978
H 1.236 -3.082 -6.121
H 0.006 -3.911 -7.004
H -0.981 -1.680 -7.609
H 0.236 -0.967 -6.582
H -0.745 -2.342 -4.735
H -2.676 -0.458 -5.910
H -1.301 0.049 -4.958
H -3.159 -1.998 -3.752
H -3.399 -0.233 -3.514
H -2.904 -0.195 -1.264
H -1.521 -1.138 -0.737
H -2.958 -1.984 -1.479
*
```

Record 3
ORCA calculation (ωB97M-V/def2-TZVPD) on one molecule with the formula C14H21N5S2.

Results
Frontier orbital gap, eV: 8.365
Structure (SMILES): CN(C)CCSc1nc(N)c2c3c(sc2n1)CN(C)CC3
HOMO, eV: -7.662
E, Ha: -1616.25240
Largest force on an atom, eV/A: 0.69

Geometry as ORCA input:
```
! wB97M-V def2-TZVPD RIJCOSX def2/J DEFGRID3
* xyz 0 1
C -2.935 2.117 -0.447
N -3.849 1.032 -0.734
C -4.476 1.205 -2.027
H -5.089 0.333 -2.251
H -3.700 1.285 -2.786
H -5.109 2.107 -2.079
C -4.823 0.837 0.323
C -4.245 0.070 1.508
H -5.004 -0.059 2.277
H -3.362 0.550 1.923
S -3.722 -1.607 1.013
C -2.020 -1.375 0.736
N -1.461 -0.244 1.126
C -0.164 -0.152 0.884
C 0.620 -1.157 0.294
C -0.105 -2.314 -0.081
N -1.408 -2.397 0.150
N 0.472 -3.399 -0.652
H 1.353 -3.301 -1.122
H -0.170 -4.100 -0.985
C 1.992 -0.769 0.191
C 2.208 0.485 0.656
S 0.769 1.262 1.271
C 3.530 1.169 0.673
N 4.467 0.459 -0.178
C 5.789 1.037 -0.094
H 6.447 0.530 -0.798
H 5.733 2.090 -0.369
H 6.226 0.962 0.915
C 4.457 -0.961 0.119
C 3.134 -1.580 -0.337
H 3.075 -2.608 0.029
H 3.103 -1.589 -1.431
H 5.284 -1.432 -0.417
H 4.598 -1.149 1.199
H 3.427 2.193 0.301
H 3.894 1.233 1.720
H -5.655 0.256 -0.082
H -5.227 1.798 0.694
H -3.448 3.090 -0.369
H -2.412 1.918 0.485
H -2.196 2.177 -1.245
*
```

Record 4
ORCA calculation (ωB97M-V/def2-TZVPD) on a 8-piece molecular cluster, C61H76B3F7O5 overall at a distorted geometry.

Results
Frontier orbital gap, eV: 9.416
Structure (SMILES): CCCCCCCCCCCCCCCB1OB(O)OB(CCCCO)O1.Fc1ccccc1.Fc1ccccc1.Fc1ccccc1.Fc1ccccc1.Fc1ccccc1.Fc1ccccc1.Fc1ccccc1
HOMO, eV: -9.127
E, Ha: -3520.11139
Largest force on an atom, eV/A: 1.04

Geometry as ORCA input:
```
! wB97M-V def2-TZVPD RIJCOSX def2/J DEFGRID3
* xyz 0 1
C 1.390 -1.623 3.772
C 1.438 -0.580 4.899
C 2.830 -0.028 5.149
C 3.161 1.195 4.305
C 3.640 0.878 2.882
C 2.880 1.671 1.835
C 3.373 1.423 0.411
C 4.145 2.582 -0.199
C 3.537 3.952 -0.025
C 2.271 4.220 -0.821
C 1.821 5.638 -0.518
C 0.932 5.674 0.723
C -0.539 5.716 0.314
C -1.502 5.359 1.412
C -2.966 5.493 0.951
B -3.968 4.659 1.781
O -4.761 5.262 2.732
B -6.033 4.772 2.729
O -7.109 5.593 2.638
O -6.179 3.405 2.780
B -5.352 2.750 1.895
C -5.861 1.435 1.235
C -4.789 0.500 0.692
C -5.234 -0.190 -0.602
C -4.073 -0.527 -1.470
O -4.467 -1.460 -2.472
O -4.123 3.304 1.587
H 0.929 -2.533 4.122
H 0.812 -1.269 2.939
H 2.378 -1.881 3.429
H 0.811 0.251 4.612
H 1.056 -1.023 5.801
H 2.896 0.236 6.194
H 3.559 -0.803 4.965
H 2.267 1.804 4.244
H 3.904 1.770 4.834
H 4.687 1.134 2.827
H 3.513 -0.177 2.693
H 2.937 2.712 2.120
H 1.835 1.400 1.920
H 2.569 1.084 -0.224
H 4.062 0.590 0.463
H 5.152 2.570 0.179
H 4.238 2.410 -1.263
H 4.253 4.667 -0.411
H 3.405 4.210 1.017
H 1.475 3.528 -0.577
H 2.557 4.153 -1.864
H 2.711 6.235 -0.388
H 1.272 6.072 -1.345
H 1.124 4.774 1.288
H 1.121 6.542 1.340
H -0.732 6.721 -0.039
H -0.696 5.027 -0.507
H -1.282 4.357 1.761
H -1.360 6.055 2.229
H -3.051 5.275 -0.107
H -3.222 6.535 1.065
H -7.409 5.691 1.728
H -6.400 0.934 2.023
H -6.592 1.673 0.473
H -3.879 1.044 0.475
H -4.579 -0.258 1.428
H -5.904 0.470 -1.135
H -5.777 -1.092 -0.363
H -3.306 -0.954 -0.849
H -3.671 0.381 -1.909
H -3.659 -1.700 -2.939
F 7.090 1.937 -1.041
C 7.685 0.817 -0.579
C 7.537 0.491 0.753
C 8.141 -0.664 1.227
C 8.883 -1.464 0.369
C 9.018 -1.111 -0.966
C 8.412 0.037 -1.453
H 6.956 1.133 1.403
H 8.033 -0.939 2.266
H 9.357 -2.362 0.742
H 9.599 -1.733 -1.634
H 8.498 0.328 -2.491
F -7.499 -1.080 1.657
C -8.760 -0.896 1.210
C -8.985 -0.857 -0.150
C -10.284 -0.667 -0.600
C -11.326 -0.514 0.304
C -11.068 -0.553 1.667
C -9.775 -0.749 2.131
H -8.158 -0.975 -0.837
H -10.482 -0.644 -1.663
H -12.330 -0.364 -0.052
H -11.877 -0.433 2.374
H -9.552 -0.789 3.189
F 10.191 -1.814 3.547
C 11.447 -2.222 3.261
C 11.929 -3.374 3.848
C 13.217 -3.789 3.547
C 14.006 -3.050 2.679
C 13.501 -1.894 2.103
C 12.211 -1.474 2.389
H 11.303 -3.934 4.530
H 13.604 -4.693 3.997
H 15.011 -3.375 2.451
H 14.113 -1.312 1.427
H 11.797 -0.579 1.942
F -3.155 -2.699 -6.238
C -4.447 -2.478 -6.569
C -4.798 -2.452 -7.903
C -6.126 -2.226 -8.231
C -7.071 -2.024 -7.234
C -6.687 -2.053 -5.901
C -5.364 -2.286 -5.558
H -4.048 -2.606 -8.662
H -6.422 -2.208 -9.271
H -8.105 -1.846 -7.497
H -7.418 -1.894 -5.121
H -5.047 -2.317 -4.526
F -3.183 -3.565 -10.538
C -2.203 -2.789 -11.053
C -1.162 -3.394 -11.724
C -0.161 -2.593 -12.252
C -0.211 -1.215 -12.098
C -1.269 -0.633 -11.416
C -2.281 -1.421 -10.888
H -1.141 -4.470 -11.826
H 0.661 -3.049 -12.786
H 0.574 -0.596 -12.510
H -1.310 0.440 -11.291
H -3.118 -0.987 -10.358
F -13.880 -2.044 -0.422
C -13.741 -3.389 -0.467
C -14.863 -4.156 -0.698
C -14.725 -5.534 -0.749
C -13.481 -6.120 -0.564
C -12.370 -5.324 -0.330
C -12.492 -3.943 -0.283
H -15.823 -3.677 -0.833
H -15.593 -6.152 -0.934
H -13.379 -7.196 -0.602
H -11.400 -5.777 -0.182
H -11.637 -3.304 -0.107
F 11.770 -1.533 10.271
C 12.009 -1.104 9.014
C 12.944 -0.110 8.816
C 13.188 0.324 7.522
C 12.497 -0.232 6.455
C 11.559 -1.228 6.682
C 11.311 -1.676 7.971
H 13.467 0.312 9.664
H 13.922 1.099 7.347
H 12.688 0.111 5.446
H 11.018 -1.657 5.853
H 10.590 -2.456 8.171
*
```

Record 5
ORCA calculation (ωB97M-V/def2-TZVPD) on a 2-piece molecular cluster, C3H8NO3 overall at a distorted geometry.

Results
Frontier orbital gap, eV: 8.320
ΔE to the lowest compared entry with this formula, charge and spin, kJ/mol: 86.1
HOMO, eV: -4.302
E, Ha: -399.64502
Largest force on an atom, eV/A: 1.96

Geometry as ORCA input:
```
! wB97M-V def2-TZVPD RIJCOSX def2/J DEFGRID3
* xyz -1 1
C 0.059 0.643 1.970
N 0.809 -0.401 1.278
C 0.094 -0.979 0.122
C 0.861 -0.622 -1.230
O 0.518 -1.328 -2.204
O 1.688 0.317 -1.151
H -0.491 1.319 1.298
H 0.777 1.189 2.577
H -0.606 0.198 2.711
H 1.599 0.077 0.846
H -0.894 -0.519 0.135
H 0.189 -2.055 0.123
H -1.252 1.408 -1.944
H -1.427 -0.042 -2.249
O -1.922 0.795 -2.282
*
```